(1)
38
Properties=species:S:1:pos:R:3 method="wB97M-V/def2-TZVPD" homo_lumo_gap_ev="7.8 / 7.9" relative_energy_kcal_mol=6.79 s2=4.131 molar_mass_g_mol=476.17 spin_multiplicity=4 homo_ev="-8.729 / -8.672"
Co 0.486 -2.111 0.209
C -1.309 5.359 0.782
C -1.481 3.867 0.617
C -2.352 3.266 1.539
C -2.496 1.865 1.444
C -1.841 1.156 0.443
C -1.106 1.796 -0.589
C -0.989 3.172 -0.465
S -1.923 -0.629 0.457
O -3.162 -0.990 1.019
O -1.579 -1.214 -0.881
N -0.674 -0.931 1.327
C -0.717 -1.379 2.734
C 0.614 -2.151 3.009
O 1.056 -2.302 4.126
O 1.130 -2.726 1.942
H -2.077 5.865 0.113
H -0.323 5.764 0.543
H -1.586 5.627 1.762
H -2.748 3.777 2.365
H -3.223 1.377 2.094
H -0.633 1.227 -1.370
H -0.419 3.609 -1.240
H -1.546 -2.060 3.036
H -0.708 -0.495 3.372
O 3.289 3.414 1.886
O 2.631 4.011 1.120
Br 1.914 -0.375 -1.871
C 2.042 -2.196 -2.335
C 2.633 -2.512 -3.552
C 2.655 -3.905 -3.839
C 2.146 -4.799 -2.975
C 1.561 -4.385 -1.781
N 1.543 -3.059 -1.473
H 2.986 -1.869 -4.325
H 3.004 -4.222 -4.818
H 2.102 -5.782 -3.315
H 1.099 -5.057 -1.106

(2)
8
Properties=species:S:1:pos:R:3 method="wB97M-V/def2-TZVPD" homo_lumo_gap_ev="6.8 / 6.8" relative_energy_kcal_mol=121.95 molar_mass_g_mol=110.09 homo_ev="-9.580 / -9.579"
N 0.405 0.373 -0.174
N -2.472 0.843 -0.952
O -1.647 1.715 -0.875
O -3.487 1.127 -1.520
O -2.235 -0.326 -0.567
S -0.279 -0.719 0.589
H -0.129 1.212 -0.526
H 0.855 -1.624 0.269

(3)
14
Properties=species:S:1:pos:R:3 method="wB97M-V/def2-TZVPD" homo_lumo_gap_ev=10.4 relative_energy_kcal_mol=62.45 smiles="C=CCCC=O" molar_mass_g_mol=84.12 homo_ev=-9.584
O 1.799 0.670 2.765
C 0.986 0.165 2.052
C 0.765 0.194 0.543
C -0.714 -0.294 0.329
C -1.079 -0.412 -1.186
C -0.488 0.406 -2.114
H 0.276 -0.465 2.509
H 1.413 -0.567 0.089
H 0.863 1.178 0.043
H -1.289 0.483 0.687
H -0.847 -1.178 0.994
H -1.172 -1.541 -1.457
H -0.805 0.180 -3.200
H 0.292 1.181 -2.053

(4)
36
Properties=species:S:1:pos:R:3 method="wB97M-V/def2-TZVPD" homo_lumo_gap_ev="8.0 / 5.0" relative_energy_kcal_mol=18.85 s2=8.760 molar_mass_g_mol=508.77 spin_multiplicity=6 homo_ev="-8.532 / -8.520"
Fe -1.082 -2.397 0.074
Br 1.120 -2.996 -2.645
C 2.004 -2.909 -0.987
C 3.374 -2.742 -0.888
C 3.913 -2.621 0.383
C 3.083 -2.679 1.495
C 1.734 -2.878 1.280
N 1.214 -3.000 0.065
C 0.702 -2.877 2.416
O 1.080 -2.948 3.558
O -0.495 -2.777 1.963
H 3.977 -2.682 -1.781
H 4.977 -2.467 0.501
H 3.447 -2.563 2.504
O 1.590 -0.132 -0.337
C 0.429 0.236 -0.349
O -0.582 -0.593 -0.391
C 0.053 1.683 -0.320
C 1.067 2.633 -0.274
C 0.784 3.993 -0.236
C -0.545 4.350 -0.245
O -1.092 5.593 -0.212
C -2.499 5.417 -0.261
O -2.773 4.029 -0.310
C -1.566 3.395 -0.298
C -1.298 2.051 -0.331
H 2.089 2.282 -0.266
H 1.562 4.741 -0.204
H -2.901 5.907 -1.156
H -2.961 5.855 0.631
H -2.080 1.309 -0.367
F -4.210 -1.933 -1.512
B -3.770 -2.847 -0.624
F -2.505 -3.451 -1.146
F -4.628 -3.812 -0.271
F -3.211 -2.167 0.543

(5)
20
Properties=species:S:1:pos:R:3 method="wB97M-V/def2-TZVPD" homo_lumo_gap_ev=9.6 relative_energy_kcal_mol=33.17 smiles=CN[C@@H](C)CS.O molar_mass_g_mol=123.22 homo_ev=-8.908
C -1.720 -0.135 0.259
N -0.667 -0.919 -0.526
C 0.169 0.068 -1.256
C 0.996 -0.761 -2.255
S 2.341 0.220 -3.018
C 0.932 1.095 -0.389
H -1.331 0.128 1.259
H -2.653 -0.725 0.322
H -1.858 0.813 -0.268
H -0.071 -1.402 0.147
H -0.635 0.643 -1.783
H 0.275 -1.011 -3.057
H 1.395 -1.715 -1.915
H 3.283 -0.752 -3.079
H 1.473 1.767 -1.084
H 1.753 0.530 0.097
H 0.177 1.696 0.089
H -0.916 0.771 5.660
H -1.230 -0.576 5.365
O -1.713 0.268 5.432

(6)
22
Properties=species:S:1:pos:R:3 method="wB97M-V/def2-TZVPD" homo_lumo_gap_ev=9.1 relative_energy_kcal_mol=112.06 smiles="NC1=N[C@@H](c2ccccc2)CS1" molar_mass_g_mol=178.26 homo_ev=-8.413
C 2.550 0.508 0.278
C 0.772 -0.640 0.706
C 1.425 -1.644 -0.266
C -0.598 -0.171 0.190
C -1.704 -1.099 0.493
C -2.998 -0.715 0.046
C -3.264 0.522 -0.336
C -2.052 1.303 -0.800
C -0.824 1.005 -0.658
H 2.966 2.303 0.954
H 4.545 1.448 0.107
H 0.822 -0.824 1.816
H 1.632 -2.640 0.350
H 0.633 -1.944 -0.908
H -1.531 -2.267 0.637
H -3.694 -1.531 -0.213
H -4.404 1.062 -0.153
H -2.091 2.261 -1.262
H -0.012 1.634 -1.104
N 3.505 1.522 0.194
N 1.440 0.712 0.883
S 2.883 -0.803 -0.954